{
  "formula": "C31H30CoNOP2",
  "method": "ωB97M-V with the def2-TZVPD basis set",
  "species": ["Co", "C", "P", "C", "C", "C", "C", "C", "C", "C", "C", "C", "C", "C", "C", "C", "C", "C", "C", "C", "P", "C", "C", "C", "C", "C", "C", "C", "C", "C", "C", "C", "C", "N", "H", "H", "H", "H", "H", "H", "H", "H", "H", "H", "H", "H", "H", "H", "H", "H", "H", "H", "H", "H", "H", "H", "H", "H", "H", "H", "C", "O", "H", "H", "H", "H"],
  "xyz": [[-0.09160, -0.83460, 0.62630], [-2.49560, 1.15240, 0.26120], [-2.24540, -0.66140, -0.15700], [-3.33330, -1.55300, 0.98330], [-4.33280, -2.45950, 0.64900], [-4.90090, -3.24110, 1.64420], [-4.47350, -3.13130, 2.95770], [-3.48450, -2.22020, 3.29940], [-2.90730, -1.44990, 2.31170], [-2.89310, -0.66790, -1.84880], [-4.24010, -0.52200, -2.16510], [-4.62590, -0.47450, -3.49320], [-3.67610, -0.54030, -4.50220], [-2.33050, -0.65050, -4.18790], [-1.94140, -0.72280, -2.86350], [-1.20720, 1.78920, -0.10500], [-0.90520, 2.95190, -0.82500], [0.46140, 2.91880, -1.07820], [0.94760, 1.72490, -0.52100], [2.26870, 1.05500, -0.66720], [2.09570, -0.69810, -0.05120], [2.89990, -0.52850, 1.57250], [2.08680, -0.46780, 2.69980], [2.63140, -0.23470, 3.94810], [4.00330, -0.09670, 4.08230], [4.82020, -0.17220, 2.96630], [4.27490, -0.36290, 1.71060], [3.19800, -1.71590, -1.07240], [4.14550, -2.57520, -0.52220], [4.88110, -3.40800, -1.34490], [4.65330, -3.43220, -2.71020], [3.66990, -2.62250, -3.25590], [2.93910, -1.77690, -2.44320], [-0.06410, 1.08790, 0.10780], [-2.70850, 1.24270, 1.33110], [-3.32280, 1.58110, -0.30960], [-4.66030, -2.56090, -0.37530], [-5.68240, -3.94610, 1.40400], [-4.90480, -3.76650, 3.71640], [-3.15790, -2.12590, 4.32530], [-2.09890, -0.76000, 2.55810], [-4.97760, -0.44020, -1.37910], [-5.67160, -0.37840, -3.74660], [-3.98900, -0.49410, -5.53480], [-1.59280, -0.67830, -4.97660], [-0.89470, -0.81290, -2.59690], [-1.61020, 3.70230, -1.12290], [1.04220, 3.64820, -1.60460], [3.04040, 1.55370, -0.07250], [2.58580, 1.07010, -1.71390], [1.00220, -0.59390, 2.58580], [1.99980, -0.15420, 4.81850], [4.43630, 0.09040, 5.05200], [5.88830, -0.07690, 3.07660], [4.91160, -0.38160, 0.83750], [4.31110, -2.60040, 0.54360], [5.64740, -4.03320, -0.91610], [5.22710, -4.09010, -3.34360], [3.47600, -2.64830, -4.31700], [2.16540, -1.15210, -2.87450], [-0.24430, -3.68320, -0.12760], [0.03830, -2.98310, 1.07650], [-1.32160, -3.74810, -0.30480], [0.19460, -4.67950, -0.11230], [0.20570, -3.11110, -0.93780], [-0.23840, -3.52600, 1.82200]],
  "e_lumo_ha": [-0.0678, -0.1776],
  "homo_lumo_gap_ev": [7.879, 5.602],
  "total_energy_ev": -92369.59711,
  "charge": 1,
  "homo_energy_ev": [-9.725, -10.435],
  "spin_multiplicity": 4,
  "s_squared": 3.7733
}

***

{
  "formula": "C31H30GaN4O5S",
  "method": "ωB97M-V with the def2-TZVPD basis set",
  "species": ["Ga", "C", "C", "N", "C", "C", "N", "C", "O", "O", "C", "O", "O", "H", "H", "H", "H", "H", "C", "C", "C", "N", "C", "S", "N", "C", "O", "C", "C", "C", "C", "C", "C", "H", "H", "H", "H", "H", "H", "H", "H", "H", "H", "H", "H", "H", "H", "C", "C", "C", "C", "C", "C", "C", "C", "C", "C", "C", "C", "C", "C", "H", "H", "H", "H", "H", "H", "H", "H", "H", "H", "H"],
  "xyz": [[-0.17932, -0.40170, 1.15881], [-1.45751, -0.41902, 4.83260], [-0.04174, -0.37801, 4.39072], [0.38031, -0.50083, 3.14015], [1.75631, -0.43195, 3.15161], [2.17477, -0.27698, 4.43708], [1.02905, -0.24368, 5.18948], [3.50636, -0.15171, 5.10298], [4.55778, -0.27479, 4.33212], [3.53829, 0.04530, 6.28879], [2.48142, -0.51711, 1.85815], [3.69507, -0.59660, 1.81529], [1.69188, -0.50620, 0.82372], [-2.10242, -0.51984, 3.96353], [-1.72523, 0.49033, 5.37094], [-1.62408, -1.26448, 5.50074], [1.04941, -0.12429, 6.19442], [4.34070, -0.42128, 3.37615], [-0.40819, -5.70402, -1.31664], [1.06055, -5.40008, -1.59746], [1.52590, -4.04936, -1.04797], [0.78784, -2.93513, -1.64363], [-0.17798, -2.24471, -1.08969], [-0.77117, -2.60022, 0.50478], [-0.76514, -1.21265, -1.74904], [-0.49462, -0.63158, -3.03559], [-1.43496, -0.21755, -3.65302], [0.91939, -0.51728, -3.45511], [1.22705, -0.65566, -4.80861], [2.53579, -0.50250, -5.23359], [3.52948, -0.18339, -4.31781], [3.21767, -0.00122, -2.97585], [1.91626, -0.17075, -2.53943], [-0.65119, -6.70452, -1.67111], [-1.07666, -5.00553, -1.82377], [-0.61754, -5.66465, -0.24706], [1.25189, -5.43832, -2.67276], [1.68048, -6.16573, -1.12839], [2.58099, -3.89753, -1.27545], [1.39188, -4.01024, 0.02985], [1.05364, -2.68749, -2.58841], [-1.68632, -0.96192, -1.41761], [0.43525, -0.89159, -5.50800], [2.77854, -0.61260, -6.28175], [4.55188, -0.06428, -4.65133], [3.98589, 0.28171, -2.26855], [1.67319, -0.01014, -1.49633], [-5.69303, 3.79536, -0.42531], [-5.89654, 2.42926, -0.54731], [-4.86166, 1.54901, -0.28329], [-3.60134, 2.01571, 0.10106], [-3.41525, 3.39488, 0.23934], [-4.45229, 4.27229, -0.02498], [-2.56629, 1.01929, 0.40939], [-1.23894, 1.16153, 0.54229], [-0.38943, 2.34567, 0.30802], [-0.30277, 2.93729, -0.95277], [0.55421, 4.00643, -1.16002], [1.32550, 4.50564, -0.12036], [1.24803, 3.92188, 1.13645], [0.41306, 2.83582, 1.34126], [-6.50016, 4.48521, -0.63248], [-6.86491, 2.04407, -0.83828], [-5.02742, 0.48159, -0.37661], [-2.46516, 3.77826, 0.57817], [-4.28986, 5.33577, 0.09223], [-2.97667, 0.02145, 0.57446], [-0.91261, 2.55593, -1.76371], [0.62170, 4.45198, -2.14437], [2.00244, 5.33140, -0.29308], [1.84181, 4.31096, 1.95342], [0.35673, 2.36503, 2.31850]],
  "e_lumo_ha": -0.1155,
  "homo_lumo_gap_ev": 7.681,
  "total_energy_ev": -112042.08635,
  "charge": 1,
  "homo_energy_ev": -10.824,
  "relative_energy_kcal_mol": 0.00
}

***

{
  "formula": "C31H30I2N5NiO3PS",
  "method": "ωB97M-V with the def2-TZVPD basis set",
  "species": ["Ni", "I", "C", "C", "C", "I", "C", "C", "C", "C", "N", "C", "C", "O", "H", "H", "H", "H", "N", "P", "C", "C", "C", "C", "C", "C", "C", "C", "C", "C", "C", "C", "C", "C", "C", "C", "C", "N", "H", "H", "H", "H", "H", "H", "H", "H", "H", "H", "H", "H", "H", "H", "H", "C", "C", "O", "O", "H", "H", "H", "C", "N", "C", "S", "N", "C", "H", "H", "H", "H", "H", "H", "H", "H"],
  "xyz": [[0.08551, 0.14850, -1.54602], [-2.68008, -2.83689, 1.61084], [-2.71090, -2.68733, -0.46737], [-3.40864, -3.62182, -1.27131], [-3.40891, -3.52240, -2.67378], [-4.61612, -4.95210, -3.66338], [-2.70154, -2.48110, -3.36486], [-2.54006, -2.33532, -4.77569], [-1.71189, -1.31961, -5.23099], [-1.03422, -0.46345, -4.36568], [-1.17829, -0.55252, -3.03186], [-1.97951, -1.54980, -2.51843], [-1.96579, -1.63158, -1.08669], [-1.29429, -0.75550, -0.43732], [-3.99809, -4.40294, -0.80396], [-3.06736, -3.01336, -5.47078], [-1.56778, -1.20800, -6.30077], [-0.39781, 0.31174, -4.78227], [2.65888, 1.10183, -0.13704], [1.10716, 0.73829, 0.50969], [1.06465, 1.99747, 1.78375], [1.80686, 1.84172, 2.96067], [1.86145, 2.81271, 3.94546], [1.16744, 3.99865, 3.74773], [0.42798, 4.17446, 2.58425], [0.41781, 3.21091, 1.58449], [1.30117, -0.78875, 1.40978], [2.11394, -1.78242, 0.86794], [2.28295, -3.00017, 1.52151], [1.59778, -3.26143, 2.69520], [0.68295, -2.33784, 3.19372], [0.55197, -1.09757, 2.58416], [2.79794, 1.31440, -1.46846], [4.04807, 1.46598, -2.12514], [4.06368, 1.58483, -3.50202], [2.85178, 1.76079, -4.17024], [1.67480, 1.71443, -3.47348], [1.64277, 1.36466, -2.16644], [3.51277, 1.06723, 0.40446], [2.36978, 0.92654, 3.09355], [2.42648, 2.63700, 4.85996], [1.16827, 4.82438, 4.46133], [-0.07549, 5.14370, 2.42699], [-0.15936, 3.37379, 0.65235], [2.57588, -1.61344, -0.09921], [2.94969, -3.78095, 1.10707], [1.73556, -4.19477, 3.23568], [0.06998, -2.59636, 4.04836], [-0.13315, -0.34616, 3.00644], [4.97161, 1.44245, -1.53090], [4.98558, 1.53110, -4.08746], [2.86507, 1.96632, -5.23046], [0.72388, 2.01942, -3.93657], [2.39230, -2.91057, -3.58307], [1.22664, -2.56942, -2.68397], [0.31231, -3.38563, -2.45162], [1.33291, -1.35054, -2.18526], [2.28133, -3.95184, -3.93916], [3.34717, -2.78338, -3.06270], [2.40103, -2.25877, -4.47619], [-2.76152, 3.16058, 4.34164], [-3.16809, 3.04575, 2.95666], [-2.75578, 2.06332, 2.10615], [-2.68329, 2.40861, 0.47513], [-2.41424, 0.87882, 2.64393], [-2.87742, 0.48360, 3.95699], [-2.69206, 4.21973, 4.57249], [-1.79343, 2.69821, 4.50064], [-3.54345, 2.71913, 4.99915], [-3.35714, 3.92090, 2.46682], [-2.15174, 0.17723, 1.95205], [-2.13979, 0.74257, 4.73870], [-3.02889, -0.60550, 3.96217], [-3.85966, 0.95749, 4.13267]],
  "e_lumo_ha": [0.0049, -0.0065],
  "homo_lumo_gap_ev": [6.980, 6.669],
  "total_energy_ev": -123597.52166,
  "homo_energy_ev": [-6.847, -6.846],
  "relative_energy_kcal_mol": 31.46,
  "spin_multiplicity": 3,
  "s_squared": 2.0079
}